[1]
C32H57BaN4OP2 as an isolated structure in a non-equilibrium geometry. Source: the Open Molecules 2025 dataset; level of theory: ωB97M-V with the def2-TZVPD basis set.

Element x y z (Å)
1 C 2.16 -0.64 -2.24
2 C 0.06 -1.67 -2.16
3 C 2.47 -1.25 -3.46
4 C 0.27 -2.17 -3.48
5 C 1.47 -1.97 -4.12
6 H 3.46 -1.10 -3.88
7 H -0.53 -2.76 -3.93
8 H 1.65 -2.36 -5.12
9 N 0.97 -0.77 -1.63
10 P 2.59 1.54 -0.52
11 P -1.87 -2.12 0.11
12 C 3.26 0.19 -1.56
13 H 3.87 -0.49 -0.94
14 H 3.94 0.59 -2.32
15 C -1.44 1.24 3.50
16 O -1.80 1.36 4.58
17 C -1.09 -2.18 -1.46
18 H -1.72 -2.77 -2.15
19 C -1.97 -4.03 0.44
20 C -3.63 -1.34 -0.27
21 C 3.73 1.69 1.01
22 C 2.59 2.97 -1.76
23 C -1.85 -4.17 1.97
24 H -2.69 -3.69 2.49
25 H -1.85 -5.24 2.24
26 H -0.92 -3.72 2.33
27 C -3.24 -4.72 -0.08
28 H -4.16 -4.33 0.37
29 H -3.31 -4.67 -1.17
30 H -3.17 -5.79 0.19
31 C -0.77 -4.71 -0.25
32 H -0.71 -5.75 0.09
33 H -0.87 -4.71 -1.34
34 H 0.16 -4.21 0.01
35 C -4.47 -1.49 1.01
36 H -4.02 -0.97 1.86
37 H -5.47 -1.06 0.83
38 H -4.61 -2.54 1.30
39 C -3.41 0.15 -0.60
40 H -3.09 0.74 0.28
41 H -2.71 0.29 -1.44
42 H -4.37 0.59 -0.92
43 C -4.33 -1.99 -1.47
44 H -4.56 -3.05 -1.32
45 H -5.29 -1.47 -1.62
46 H -3.75 -1.88 -2.39
47 C 2.03 4.22 -1.06
48 H 2.00 5.03 -1.80
49 H 1.00 4.05 -0.70
50 H 2.65 4.55 -0.22
51 C 1.65 2.60 -2.93
52 H 2.00 1.72 -3.49
53 H 0.62 2.41 -2.59
54 H 1.63 3.45 -3.62
55 C 3.99 3.24 -2.33
56 H 3.90 4.06 -3.06
57 H 4.71 3.55 -1.56
58 H 4.41 2.37 -2.86
59 C 4.49 0.38 1.24
60 H 5.24 0.19 0.47
61 H 5.02 0.44 2.21
62 H 3.81 -0.49 1.29
63 C 2.80 1.96 2.21
64 H 2.12 1.11 2.42
65 H 3.41 2.11 3.11
66 H 2.18 2.87 2.07
67 C 4.75 2.82 0.86
68 H 5.46 2.62 0.05
69 H 4.28 3.80 0.70
70 H 5.33 2.88 1.79
71 Ba -0.34 0.69 0.40
72 N 0.71 -1.61 1.22
73 C 1.12 -2.69 1.44
74 C 2.03 -3.65 2.22
75 C 1.95 -5.06 1.66
76 C 3.47 -3.13 2.12
77 C 1.63 -3.64 3.70
78 H 0.94 -5.46 1.78
79 H 2.23 -5.06 0.60
80 H 2.65 -5.72 2.20
81 H 3.57 -2.17 2.63
82 H 4.16 -3.83 2.61
83 H 3.78 -3.03 1.07
84 H 2.30 -4.30 4.26
85 H 1.71 -2.63 4.12
86 H 0.60 -4.00 3.85
87 C -4.14 4.71 1.14
88 N -3.17 4.75 0.03
89 C -3.34 5.76 -1.02
90 C -2.20 3.88 -0.05
91 N -1.30 3.12 -0.12
92 H -4.80 5.58 1.02
93 H -3.63 4.76 2.11
94 H -4.74 3.79 1.11
95 H -2.43 6.35 -1.15
96 H -3.60 5.29 -1.99
97 H -4.16 6.42 -0.71

Computed properties:
HOMO energy	-7.99	eV
lowest unoccupied orbital energy	-0.08749	Ha
net charge	+1
ΔE to the lowest compared entry with this formula, charge and spin	0.00	kcal/mol

=====

[2]
C21H30N7OPt as an isolated structure in a non-equilibrium geometry. Source: the Open Molecules 2025 dataset; level of theory: ωB97M-V with the def2-TZVPD basis set.

Element x y z (Å)
1 Pt -0.64 -0.34 0.47
2 C -2.41 2.10 1.22
3 N -1.82 0.92 1.90
4 C -0.98 1.22 3.08
5 C 0.45 1.04 2.73
6 N 0.85 0.56 1.57
7 C 2.27 0.49 1.61
8 C 3.26 0.09 0.71
9 C 4.57 0.18 1.11
10 C 4.93 0.68 2.37
11 C 3.97 1.09 3.27
12 C 2.65 0.98 2.87
13 N 1.47 1.32 3.53
14 C -1.77 2.29 -0.11
15 N -1.14 1.31 -0.74
16 C -0.80 1.79 -2.02
17 C -0.18 1.20 -3.12
18 C -0.02 1.98 -4.25
19 C -0.46 3.30 -4.31
20 C -1.10 3.89 -3.23
21 C -1.25 3.11 -2.10
22 N -1.85 3.38 -0.87
23 H -2.29 3.00 1.83
24 H -3.48 1.95 1.09
25 H -2.53 0.25 2.17
26 H -1.24 0.56 3.90
27 H -1.15 2.24 3.43
28 H 3.05 -0.28 -0.28
29 H 5.35 -0.12 0.43
30 H 5.98 0.74 2.65
31 H 4.24 1.49 4.24
32 H 1.41 1.70 4.46
33 H 0.15 0.17 -3.14
34 H 0.46 1.55 -5.13
35 H -0.33 3.87 -5.22
36 H -1.45 4.91 -3.28
37 H -2.31 4.25 -0.62
38 N 0.65 -1.13 -0.89
39 C 1.00 -2.56 -0.65
40 C 0.56 -3.38 -1.86
41 C -0.90 -3.07 -2.27
42 C -1.87 -2.97 -1.10
43 N -2.09 -1.56 -0.59
44 H 0.13 -1.10 -1.77
45 H 1.46 -0.52 -1.00
46 H 0.47 -2.88 0.25
47 H 2.06 -2.67 -0.44
48 H 0.68 -4.43 -1.60
49 H 1.21 -3.19 -2.71
50 H -1.23 -3.85 -2.95
51 H -0.96 -2.15 -2.87
52 H -1.53 -3.59 -0.28
53 H -2.86 -3.34 -1.39
54 H -2.87 -1.59 0.06
55 H -2.41 -0.99 -1.38
56 C -1.50 -2.82 2.22
57 O -0.95 -1.53 2.06
58 H -2.59 -2.84 2.08
59 H -1.30 -3.12 3.25
60 H -1.04 -3.59 1.59

Computed properties:
HOMO energy	-17.45	eV
lowest unoccupied orbital energy	-0.38656	Ha
net charge	+3
ΔE to the lowest compared entry with this formula, charge and spin	22.43	kcal/mol

=====

[3]
A 2-piece molecular cluster, C2H7N2O overall. Source: the Open Molecules 2025 dataset; level of theory: ωB97M-V with the def2-TZVPD basis set.

Element x y z (Å)
1 C -0.75 -1.05 0.48
2 C 1.74 2.21 -1.80
3 N -1.20 -2.22 0.85
4 N -0.65 -0.02 1.27
5 O 1.02 1.49 -1.17
6 H -0.42 -0.92 -0.55
7 H 2.34 3.00 -1.33
8 H 1.85 2.12 -2.89
9 H -0.25 0.84 0.90
10 H -1.25 -2.99 0.20
11 H -1.51 -2.40 1.79
12 H -0.92 -0.04 2.24

Computed properties:
HOMO energy	-13.74	eV
lowest unoccupied orbital energy	-0.12647	Ha
net charge	+1
ΔE to the lowest compared entry with this formula, charge and spin	14.58	kcal/mol

=====

[4]
A 2-piece molecular cluster, C20H19N3O3 overall in a non-equilibrium geometry. Source: the Open Molecules 2025 dataset; level of theory: ωB97M-V with the def2-TZVPD basis set.

Element x y z (Å)
1 C 1.89 1.34 -1.64
2 C 0.51 1.58 -1.23
3 N -0.53 0.94 -1.73
4 C -1.89 1.28 -1.47
5 C -2.39 2.35 -0.76
6 C -3.79 2.48 -0.68
7 C -4.63 1.56 -1.32
8 C -4.11 0.48 -2.04
9 C -2.73 0.35 -2.12
10 C -1.89 -0.59 -2.80
11 C -0.54 -0.23 -2.57
12 C 0.50 -0.97 -3.11
13 C 0.17 -2.09 -3.90
14 C -1.16 -2.44 -4.13
15 C -2.21 -1.69 -3.58
16 H 2.49 2.11 -1.14
17 H 2.26 0.37 -1.28
18 H 2.06 1.41 -2.73
19 H 0.27 2.46 -0.63
20 H -1.71 3.05 -0.29
21 H -4.23 3.31 -0.13
22 H -5.71 1.68 -1.24
23 H -4.73 -0.25 -2.55
24 H 1.53 -0.68 -2.93
25 H 0.97 -2.68 -4.34
26 H -1.38 -3.31 -4.75
27 H -3.26 -1.93 -3.74
28 C 4.18 0.59 3.64
29 N 2.97 -0.05 3.18
30 C 2.86 -0.32 1.79
31 O 3.79 0.05 1.05
32 C 1.68 -0.95 1.36
33 C 0.65 -1.31 2.26
34 O -0.42 -1.86 1.95
35 N 0.86 -0.99 3.63
36 C -0.18 -1.33 4.56
37 C 2.00 -0.35 4.14
38 O 2.13 -0.08 5.33
39 H 4.08 0.76 4.71
40 H 5.04 -0.06 3.44
41 H 4.32 1.53 3.11
42 H 1.60 -1.27 0.34
43 H 0.13 -1.00 5.55
44 H -1.11 -0.84 4.26
45 H -0.34 -2.41 4.55

Computed properties:
HOMO energy	-6.61	eV
lowest unoccupied orbital energy	-0.08644	Ha
net charge	0
ΔE to the lowest compared entry with this formula, charge and spin	68.47	kcal/mol

=====

[5]
A 2-piece molecular cluster, C6H9NO overall in a non-equilibrium geometry. Source: the Open Molecules 2025 dataset; level of theory: ωB97M-V with the def2-TZVPD basis set.

Element x y z (Å)
1 C -2.01 -0.40 2.44
2 C 0.17 -0.96 -1.08
3 C 1.37 -0.94 -1.75
4 C 2.01 0.30 -1.87
5 C 1.64 1.26 -0.97
6 C 0.46 1.12 -0.25
7 H -1.74 0.22 0.58
8 H -2.77 -0.53 3.27
9 H -1.53 -1.35 2.43
10 H -1.17 0.22 2.77
11 H -0.39 -1.85 -1.07
12 H 1.59 -1.84 -2.35
13 H 3.03 0.38 -2.35
14 H 2.14 2.24 -0.93
15 H 0.04 1.93 0.22
16 N -0.31 0.11 -0.33
17 O -2.53 0.11 1.24

Computed properties:
HOMO energy	-9.18	eV
lowest unoccupied orbital energy	0.01564	Ha
structure (SMILES)	c1ccncc1.CO
net charge	0
ΔE to the lowest compared entry with this formula, charge and spin	33.11	kcal/mol

=====

[6]
An isolated ion of composition C2H4BrO2S and charge -1 in a non-equilibrium geometry. Source: the Open Molecules 2025 dataset; level of theory: ωB97M-V with the def2-TZVPD basis set.

Element x y z (Å)
1 C -1.07 0.60 -0.23
2 C 0.26 0.47 0.39
3 O 0.86 -2.02 1.10
4 O 0.97 -1.74 -1.39
5 S 1.43 -1.26 -0.03
6 Br 1.59 1.81 -0.13
7 H -1.69 1.52 -0.06
8 H -1.69 -0.22 0.21
9 H -1.00 0.38 -1.36
10 H 0.33 0.47 1.49

Computed properties:
HOMO energy	-3.49	eV
lowest unoccupied orbital energy	0.12659	Ha
net charge	-1
ΔE to the lowest compared entry with this formula, charge and spin	0.24	kcal/mol

=====

[7]
C28H25AsF4N2PdS as an isolated structure. Source: the Open Molecules 2025 dataset; level of theory: ωB97M-V with the def2-TZVPD basis set.

Element x y z (Å)
1 Pd 0.39 -1.67 0.75
2 C 0.61 -4.58 -1.27
3 N -0.38 -3.59 -0.93
4 C -0.71 -2.78 -2.09
5 C -1.55 -4.20 -0.33
6 C -2.52 -3.20 0.27
7 N -1.89 -2.41 1.31
8 C -2.64 -1.57 1.99
9 C -2.09 -0.93 3.14
10 F -0.85 -1.28 3.54
11 C -2.76 0.00 3.90
12 F -2.12 0.53 4.97
13 C -4.07 0.40 3.64
14 C -4.65 -0.22 2.55
15 F -5.93 0.10 2.21
16 C -4.00 -1.15 1.77
17 F -4.73 -1.64 0.71
18 H 0.25 -5.29 -2.05
19 H 0.88 -5.15 -0.38
20 H 1.51 -4.08 -1.64
21 H -1.23 -3.38 -2.87
22 H 0.20 -2.37 -2.51
23 H -1.35 -1.95 -1.79
24 H -1.21 -4.87 0.47
25 H -2.09 -4.81 -1.08
26 H -3.35 -3.80 0.67
27 H -2.96 -2.60 -0.54
28 H -4.58 1.14 4.23
29 S 2.76 -1.40 1.40
30 C 2.75 0.30 1.84
31 C 3.59 0.78 2.86
32 C 3.62 2.11 3.23
33 C 2.80 3.04 2.58
34 C 1.97 2.59 1.56
35 C 1.93 1.25 1.19
36 As 0.69 0.55 -0.17
37 C 1.90 0.55 -1.73
38 C 3.29 0.61 -1.63
39 C 4.08 0.55 -2.77
40 C 3.51 0.43 -4.03
41 C 2.12 0.37 -4.14
42 C 1.33 0.43 -3.00
43 C -0.12 2.34 -0.65
44 C 0.43 3.30 -1.49
45 C -0.25 4.47 -1.78
46 C -1.50 4.72 -1.21
47 C -2.05 3.78 -0.35
48 C -1.37 2.60 -0.09
49 H 4.22 0.06 3.37
50 H 4.27 2.43 4.04
51 H 2.80 4.08 2.88
52 H 1.34 3.31 1.05
53 H 3.75 0.68 -0.65
54 H 5.16 0.58 -2.67
55 H 4.13 0.38 -4.91
56 H 1.66 0.28 -5.12
57 H 0.25 0.37 -3.09
58 H 1.40 3.12 -1.94
59 H 0.19 5.21 -2.45
60 H -2.03 5.64 -1.43
61 H -3.02 3.96 0.10
62 H -1.82 1.85 0.57

Computed properties:
HOMO energy	0.42	eV
lowest unoccupied orbital energy	0.17521	Ha
net charge	-2
ΔE to the lowest compared entry with this formula, charge and spin	0.00	kcal/mol

=====

[8]
An isolated ion of composition C9H15N2O and charge +1 in a non-equilibrium geometry. Source: the Open Molecules 2025 dataset; level of theory: ωB97M-V with the def2-TZVPD basis set.

Element x y z (Å)
1 C -0.07 0.83 0.94
2 C -1.10 0.22 0.36
3 C 2.14 1.10 -0.47
4 C -0.66 -0.85 -0.58
5 C 1.66 0.26 -1.62
6 C 1.26 0.25 0.58
7 C 0.92 -0.71 -0.60
8 C -3.29 1.12 -0.37
9 C -2.55 0.22 0.68
10 N 2.03 -0.19 1.77
11 N 1.69 -1.95 -0.48
12 O 2.98 1.91 -0.23
13 H -0.11 1.66 1.70
14 H -0.96 -1.83 -0.39
15 H -1.01 -0.67 -1.71
16 H 1.19 0.71 -2.40
17 H 2.51 -0.37 -1.97
18 H -3.02 2.20 -0.16
19 H -4.41 1.02 -0.09
20 H -3.23 0.83 -1.52
21 H -3.00 -0.70 0.64
22 H -2.97 0.69 1.64
23 H 1.57 -0.01 2.58
24 H 2.93 0.39 1.77
25 H 2.22 -2.28 -1.29
26 H 1.00 -2.69 -0.42
27 H 2.29 -1.15 1.63

Computed properties:
HOMO energy	-13.03	eV
lowest unoccupied orbital energy	-0.11582	Ha
structure (SMILES)	CCC1=C[C@]2([NH3+])C(=O)C[C@]2(N)C1
net charge	+1
ΔE to the lowest compared entry with this formula, charge and spin	62.05	kcal/mol

=====

[9]
One molecule with the formula C12H16N2 in a non-equilibrium geometry. Source: the Open Molecules 2025 dataset; level of theory: ωB97M-V with the def2-TZVPD basis set.

Element x y z (Å)
1 C -3.42 -0.44 0.47
2 C -2.95 0.28 1.60
3 C -2.55 -0.81 -0.44
4 C -1.62 0.70 1.76
5 C -1.21 -0.37 -0.39
6 C -0.70 0.35 0.71
7 C 1.06 -0.22 -1.34
8 C -0.24 -0.52 -1.54
9 C 1.69 0.22 0.02
10 C -0.84 -1.16 -2.75
11 C 2.28 -1.00 0.66
12 C 2.69 1.36 -0.26
13 N 0.57 0.86 0.80
14 N 1.09 1.45 1.93
15 H -4.43 -0.93 0.35
16 H -3.68 0.49 2.41
17 H -2.94 -1.16 -1.44
18 H -1.34 1.35 2.64
19 H 1.69 -0.41 -2.23
20 H -1.76 -0.78 -2.94
21 H -0.85 -2.30 -2.54
22 H -0.25 -1.03 -3.67
23 H 3.00 -0.95 1.41
24 H 2.67 -1.71 -0.07
25 H 1.54 -1.58 1.13
26 H 3.39 1.57 0.50
27 H 2.15 2.19 -0.41
28 H 3.17 1.23 -1.15
29 H 1.28 0.89 2.71
30 H 0.54 2.42 2.07

Computed properties:
HOMO energy	-7.43	eV
lowest unoccupied orbital energy	0.03099	Ha
structure (SMILES)	CC1=CC(C)(C)N(N)c2ccccc21
net charge	0
ΔE to the lowest compared entry with this formula, charge and spin	71.65	kcal/mol

=====

[10]
One molecule with the formula C21H29N3O5 in a non-equilibrium geometry. Source: the Open Molecules 2025 dataset; level of theory: ωB97M-V with the def2-TZVPD basis set.

Element x y z (Å)
1 C 0.06 -6.85 -0.86
2 H 1.10 -6.67 -1.16
3 O -0.82 -5.98 -1.52
4 C -0.69 -4.64 -1.29
5 C 0.27 -4.08 -0.46
6 C 0.31 -2.69 -0.31
7 C -0.60 -1.88 -0.98
8 C -1.56 -2.44 -1.81
9 C -1.62 -3.83 -1.98
10 O -2.48 -4.54 -2.75
11 C -3.57 -3.94 -3.40
12 H -4.24 -3.43 -2.69
13 H -3.25 -3.22 -4.16
14 H -4.11 -4.76 -3.87
15 O -2.47 -1.67 -2.50
16 C -2.47 -0.28 -2.30
17 H -1.52 0.17 -2.62
18 H -2.65 -0.02 -1.25
19 H -3.28 0.11 -2.91
20 H -0.54 -0.82 -0.82
21 C 1.30 -2.10 0.55
22 N 2.17 -2.78 1.25
23 O 2.91 -1.85 1.91
24 C 2.43 -0.66 1.56
25 N 1.45 -0.75 0.73
26 C 3.04 0.58 2.11
27 H 2.29 1.08 2.73
28 H 3.88 0.31 2.74
29 C 3.47 1.52 0.98
30 H 2.69 1.52 0.22
31 C 3.71 2.94 1.50
32 C 2.47 3.50 2.19
33 O 2.45 3.80 3.36
34 N 1.41 3.63 1.37
35 H 1.48 3.31 0.42
36 C 0.09 4.00 1.84
37 C -0.59 4.93 0.83
38 C -0.96 4.20 -0.46
39 C -1.83 2.98 -0.16
40 C -1.12 2.03 0.80
41 C -0.77 2.76 2.10
42 H -0.23 2.09 2.77
43 H -1.69 3.07 2.60
44 H -0.21 1.63 0.34
45 H -1.77 1.18 1.03
46 H -2.08 2.46 -1.09
47 H -2.77 3.31 0.30
48 H -0.06 3.88 -0.99
49 H -1.50 4.88 -1.12
50 H -1.50 5.32 1.29
51 H 0.07 5.77 0.61
52 H 0.25 4.53 2.78
53 H 4.52 2.93 2.23
54 H 4.00 3.59 0.67
55 H 4.38 1.14 0.52
56 H 0.99 -4.67 0.07
57 H -0.23 -7.85 -1.18
58 H -0.03 -6.78 0.23

Computed properties:
HOMO energy	-7.88	eV
lowest unoccupied orbital energy	0.02140	Ha
structure (SMILES)	COc1cc(-c2noc(CCCC(=O)NC3CCCCC3)n2)cc(OC)c1OC
net charge	0
ΔE to the lowest compared entry with this formula, charge and spin	80.65	kcal/mol

=====

[11]
A 2-piece molecular cluster, C4H10N overall in a non-equilibrium geometry. Source: the Open Molecules 2025 dataset; level of theory: ωB97M-V with the def2-TZVPD basis set.

Element x y z (Å)
1 C -2.44 0.08 0.50
2 N -1.64 -0.09 -0.54
3 H -3.53 0.14 0.31
4 H -1.98 -0.29 1.45
5 H -0.59 -0.02 -0.17
6 H -1.82 0.18 -1.53
7 C 1.71 -1.14 -0.16
8 C 1.28 0.11 0.49
9 C 1.16 1.22 -0.22
10 H 2.68 -1.22 0.16
11 H 1.73 -1.30 -1.19
12 H 1.21 -2.01 0.37
13 H 1.06 0.10 1.61
14 H 0.78 2.08 0.29
15 H 1.68 1.35 -1.15

Computed properties:
HOMO energy	-14.01	eV
lowest unoccupied orbital energy	-0.21096	Ha
net charge	+1
ΔE to the lowest compared entry with this formula, charge and spin	69.88	kcal/mol

=====

[12]
A 2-piece molecular cluster, C16H24BrClNO3P overall in a non-equilibrium geometry. Source: the Open Molecules 2025 dataset; level of theory: ωB97M-V with the def2-TZVPD basis set.

Element x y z (Å)
1 C 1.11 -2.66 1.64
2 C 1.00 -1.16 1.25
3 C 2.46 -0.64 1.33
4 C 0.56 -0.98 -0.22
5 C -0.94 -0.68 -0.47
6 C -1.14 0.19 -1.77
7 O -0.06 0.12 -2.68
8 C 0.72 1.25 -2.75
9 C 1.01 2.08 -1.67
10 C 1.83 3.19 -1.81
11 C 2.41 3.48 -3.04
12 C 2.11 2.65 -4.12
13 C 1.28 1.55 -3.99
14 P -1.74 -2.33 -0.83
15 O -1.18 -2.66 -2.36
16 Cl -3.75 -1.87 -1.08
17 C -1.68 0.06 0.67
18 C -1.24 -0.41 2.06
19 C -1.86 0.64 3.07
20 C -1.86 -1.75 2.48
21 N 0.23 -0.36 2.24
22 O 0.61 0.88 2.19
23 H 2.06 -3.04 1.25
24 H 1.07 -2.76 2.72
25 H 0.32 -3.24 1.16
26 H 2.75 -0.42 2.36
27 H 3.15 -1.34 0.87
28 H 2.57 0.30 0.79
29 H 1.23 -0.27 -0.68
30 H 0.77 -1.94 -0.73
31 H -2.01 -0.21 -2.30
32 H -1.41 1.21 -1.49
33 H 0.61 1.88 -0.69
34 H 2.01 3.81 -0.94
35 H 3.07 4.34 -3.15
36 H 2.58 2.89 -5.06
37 H 1.08 0.92 -4.84
38 H -0.57 -3.40 -2.22
39 H -2.76 -0.08 0.62
40 H -1.50 1.14 0.60
41 H -1.98 1.65 2.63
42 H -1.24 0.66 3.97
43 H -2.82 0.23 3.38
44 H -2.94 -1.73 2.38
45 H -1.58 -1.94 3.51
46 H -1.50 -2.60 1.90
47 Br -2.81 3.35 3.79

Computed properties:
HOMO energy (spin up / spin down)	-3.42 / -3.42	eV
lowest unoccupied orbital energy (spin up / spin down)	0.08215 / 0.08215	Ha
multiplicity	2
⟨S²⟩	0.7541
net charge	-1

=====

Question: What is the net charge in the second record?
Answer: +3

=====

Question: Look up the net charge of the second one.
Answer: +3

=====

Question: What is the net charge in the sixth record?
Answer: -1

=====

Question: net charge of number 10 (C21H29N3O5)?
Answer: 0